# 1
Formula: C9H8F6N3OPPdS
Source: the Open Molecules 2025 dataset
Level of theory: the ωB97M-V functional and the def2-TZVPD basis

XYZ file:
```
30
C9H8F6N3OPPdS (the ωB97M-V functional and the def2-TZVPD basis)
Pd 0.24 -0.48 -0.61
N 0.69 1.45 1.57
C -0.47 2.09 1.80
C -0.62 3.00 2.83
C -1.81 3.71 3.03
C -2.89 3.53 2.22
C -2.80 2.59 1.16
C -3.88 2.36 0.27
C -3.76 1.44 -0.72
C -2.55 0.73 -0.85
N -1.53 0.93 -0.06
C -1.62 1.86 0.94
H 1.46 1.55 2.20
H 0.72 0.70 0.88
H 0.23 3.18 3.49
H -1.87 4.41 3.85
H -3.81 4.08 2.36
H -4.80 2.92 0.41
H -4.57 1.25 -1.41
H -2.43 -0.02 -1.62
F 0.94 1.45 -1.89
P 1.87 0.69 -3.05
F 0.70 -0.45 -3.16
F 2.55 -0.17 -1.85
F 1.13 1.54 -4.19
F 2.99 1.82 -2.88
F 2.75 -0.10 -4.13
O 1.82 -1.91 1.35
S 0.73 -2.83 1.00
N -0.34 -2.38 0.07
```

spin multiplicity: 2
energy above the lowest of the compared OMol25 structures with the same formula, charge and spin: 2.3 kcal per mole
charge: -1

***

# 2
Formula: C9H8N3O2
Source: the Open Molecules 2025 dataset
Level of theory: the ωB97M-V functional and the def2-TZVPD basis

XYZ file:
```
22
C9H8N3O2 (the ωB97M-V functional and the def2-TZVPD basis)
C 0.84 2.22 -0.31
N 1.10 1.01 0.00
C 2.13 0.25 -0.61
C 2.41 -1.04 -0.32
C 1.65 -1.73 0.67
C 0.64 -1.11 1.34
C 0.17 0.29 0.99
N -1.12 0.27 0.39
C -2.23 0.40 1.09
C -3.31 -0.01 0.19
O -4.46 0.02 0.43
N -2.64 -0.43 -1.08
C -1.31 -0.25 -1.02
O -0.42 -0.36 -1.80
H 0.10 2.62 0.30
H 1.45 2.61 -1.05
H 2.66 0.75 -1.27
H 3.18 -1.45 -0.91
H 2.07 -2.65 0.82
H 0.16 -1.54 2.10
H 0.17 0.99 1.81
H -3.25 -0.86 -1.76
```

energy above the lowest of the compared OMol25 structures with the same formula, charge and spin: 64.0 kcal per mole
charge: +1
SMILES: C=[N+]1C=CC=C[C@@H]1[N+]1=C=C([O-])NC1=O

***

# 3
Formula: C9H8NO2S
Source: the Open Molecules 2025 dataset
Level of theory: the ωB97M-V functional and the def2-TZVPD basis

XYZ file:
```
21
C9H8NO2S (the ωB97M-V functional and the def2-TZVPD basis)
C -2.39 -0.48 -0.66
C -2.58 -0.37 0.69
C -1.07 -0.23 -1.13
C -1.49 -0.31 1.59
C -0.01 -0.33 -0.29
C -0.23 -0.32 1.12
C 1.42 -0.18 -0.60
C 1.57 1.28 -0.95
C 0.80 2.35 -0.50
N 2.26 -0.79 0.48
O 2.29 -2.20 0.29
O 1.02 3.54 -0.67
S 1.26 -0.56 2.02
H -3.21 -0.68 -1.33
H -3.66 -0.46 1.04
H -0.76 0.01 -2.12
H -1.83 -0.28 2.70
H 1.71 -0.89 -1.53
H 2.41 1.54 -1.49
H -0.19 2.06 0.23
H 2.68 -2.70 1.12
```

spin multiplicity: 3
electronic energy: -25876.95647 eV
charge: -1

***

# 4
Formula: C9H8O2
Source: the Open Molecules 2025 dataset
Level of theory: the ωB97M-V functional and the def2-TZVPD basis

XYZ file:
```
19
C9H8O2 (the ωB97M-V functional and the def2-TZVPD basis)
C 0.20 2.35 0.01
C -1.19 2.47 -0.01
C 0.82 1.20 -0.42
C -1.83 1.25 -0.19
C 0.20 0.00 -0.45
C -1.22 0.07 -0.34
C -3.23 -1.30 -0.15
C 0.89 -1.24 -0.54
C 0.43 -2.26 0.51
O -1.97 -1.10 -0.60
O -3.82 -0.58 0.57
H 0.73 3.31 -0.16
H -1.72 3.35 0.23
H 1.89 1.16 -0.57
H -2.84 1.34 -0.34
H -3.57 -2.21 -0.55
H 0.66 -1.76 1.52
H 0.89 -3.16 0.36
H -0.70 -2.36 0.34
```

energy above the lowest of the compared OMol25 structures with the same formula, charge and spin: 109.1 kcal per mole
charge: 0

***

# 5
Formula: C9H8O3
Source: the Open Molecules 2025 dataset
Level of theory: the ωB97M-V functional and the def2-TZVPD basis

XYZ file:
```
20
C9H8O3 (the ωB97M-V functional and the def2-TZVPD basis)
C 2.08 1.07 -0.94
C 1.24 0.21 -0.15
C 1.49 -0.48 1.17
C 1.21 -1.80 0.91
C 0.65 -1.47 -0.44
C -0.71 -0.84 -0.31
C -2.08 -0.84 -0.16
O -3.13 -1.65 -0.34
O -2.47 0.47 0.03
C -1.42 1.27 0.05
O -1.58 2.56 0.33
C -0.26 0.54 -0.09
H 3.19 0.87 -0.84
H 2.15 2.13 -0.58
H 1.77 1.22 -1.90
H 1.73 0.10 2.12
H 1.34 -2.75 1.33
H 0.99 -1.87 -1.38
H -3.83 -1.37 0.34
H -2.37 2.66 0.86
```

energy above the lowest of the compared OMol25 structures with the same formula, charge and spin: 124.4 kcal per mole
charge: 0
SMILES: C[C@]12C=C[C@H]1c1c(O)oc(O)c12